(1)
{"formula": "C32H58BIN2O8S4", "method": "ωB97M-V with the def2-TZVPD basis set", "spin_multiplicity": 1, "e_homo_ev": -8.6, "gap_ha": 0.323, "smiles": "C[C@@H](I)C[C@]1(CCCS)[C@](CCCCN)(B(O)O)[C@@](CCc2ccccc2)(N=C=S)[C@](O)(CCCS)OS1(=O)=O.CC(C)O.CC(C)O", "species": ["H", "H", "C", "N", "H", "H", "S", "H", "H", "C", "H", "H", "B", "I", "C", "H", "C", "O", "C", "H", "C", "C", "C", "S", "H", "H", "C", "C", "H", "H", "H", "C", "S", "C", "C", "H", "H", "H", "O", "H", "O", "O", "H", "H", "C", "H", "H", "O", "H", "H", "C", "O", "C", "H", "H", "C", "C", "H", "H", "H", "C", "H", "C", "C", "O", "C", "H", "H", "H", "H", "H", "H", "O", "C", "H", "H", "C", "H", "H", "S", "H", "H", "H", "C", "H", "H", "C", "H", "H", "H", "N", "H", "C", "C", "C", "C", "H", "H", "H", "C", "H", "H", "C", "H", "H", "H"], "coordinates": [[2.80745, 0.59826, -9.28210], [-1.77267, 6.23147, 2.35864], [2.58289, 0.01408, -7.20437], [-3.30949, -0.15736, 1.56804], [-1.51064, -1.40163, -0.33668], [1.17375, -2.44677, 3.11513], [-0.44532, -0.62544, 4.02448], [-1.84147, 5.32215, 5.06454], [2.42453, -0.74880, -3.68522], [-2.09440, 0.68711, 1.61149], [2.87619, 1.94318, -8.13007], [1.37705, 2.42410, 2.07266], [0.36969, 1.12235, 1.10417], [3.77563, -2.74740, 1.21439], [1.04945, -1.89466, 2.18001], [-4.22870, 4.79979, 1.40418], [-0.31522, -1.17688, 2.28083], [-0.50615, -1.76441, 4.88427], [4.62098, -3.68292, -3.92513], [5.00381, -4.36517, -3.16100], [-2.14923, 1.13720, 3.15259], [6.84030, -2.52318, -4.13165], [0.52292, -1.18575, -0.82674], [-3.15392, -5.10693, 1.56633], [-5.83335, 0.87937, 1.23364], [3.27023, 1.08663, -2.89391], [3.15952, 0.90309, -8.29531], [-1.40401, -2.31959, 2.25215], [7.29313, -3.16909, -3.37454], [-2.26997, -2.03773, 2.85356], [-5.96724, 5.49187, 2.89044], [0.69643, -0.70362, -2.30375], [-0.67602, 6.04087, 3.11927], [-6.85534, 2.27891, 2.42774], [-3.77867, 2.30724, 0.26865], [4.25244, 0.86209, -8.28800], [-0.49137, 2.69384, 3.12971], [0.26406, 2.72822, -0.01456], [-1.88260, 0.05525, 4.08353], [7.02034, -2.96208, -5.11484], [5.15401, -1.74903, -2.59038], [-3.49504, 1.39783, 3.46218], [-0.55744, -4.31206, 1.88647], [0.99071, -2.61351, 1.36508], [3.10644, -0.88214, 3.42447], [-3.92028, -6.09261, 2.07461], [2.85387, 0.14808, 3.69351], [1.27757, 1.46309, 2.08681], [0.35811, 0.32577, -2.42882], [2.61914, -1.81590, -8.37178], [-2.29323, -4.50572, 3.06952], [0.59314, 0.26153, 4.44454], [-4.84928, 2.79065, 1.22267], [-3.62534, 3.15073, -0.42394], [-7.63915, 1.58699, 2.72338], [-1.42639, 2.41243, 3.61663], [-2.24414, 3.72684, 3.64481], [-0.46305, 4.29634, 4.82298], [0.42862, -2.27392, -0.92371], [-7.71841, 3.87452, 3.61497], [5.35173, -2.35020, -3.86757], [0.22785, -1.40814, -2.99910], [-1.27991, 4.78856, 4.29219], [-2.34491, 1.92969, 0.72744], [0.53148, 1.80581, -0.10450], [-6.93753, 3.55713, 2.93339], [4.00117, 0.38757, -5.91545], [4.18914, -0.94780, 3.34543], [-4.23601, 1.55726, -0.38247], [2.74635, -1.41540, -2.02051], [4.73532, -4.15631, -4.90216], [4.92501, -1.66690, -4.60509], [3.04019, 0.45834, -5.92737], [-0.76976, -0.60735, -0.20787], [5.52443, -2.33729, -1.92247], [2.71239, -1.52272, 4.21538], [2.43296, -1.19596, 2.07447], [-0.35917, -3.81666, 3.57469], [-3.86758, 0.64138, 3.92869], [-4.30169, -1.53373, -0.62882], [-1.85911, 1.83568, -0.24733], [1.49575, 0.10233, -7.19617], [7.35222, -1.56110, -4.08019], [-4.97622, 4.06365, 1.70367], [-1.16292, 2.25424, 4.66614], [-1.88313, 2.83955, 1.12849], [-5.84223, 1.90105, 1.60059], [-1.81041, -2.44785, 1.24504], [-2.43456, 4.10018, 2.64341], [4.06390, -1.55498, -7.37605], [2.73835, 0.64505, -2.15294], [1.48302, -0.99967, -0.34321], [-0.74003, -0.06611, 1.24917], [-1.00784, -3.73754, 2.70434], [-5.98531, 4.46300, 2.54724], [2.97610, -1.44123, -7.41119], [-1.12764, 0.14717, -0.90812], [-3.10847, 3.68092, 4.29940], [3.39709, 0.51755, -1.39326], [-3.75259, -0.81207, 0.65839], [-2.99842, -3.86337, 3.60418], [2.57425, -0.37842, 1.37567], [2.21657, -0.67214, -2.61658], [3.55699, -3.54339, -3.72716], [2.56165, -2.06578, -6.61768], [-2.09332, -5.35158, 3.72933]], "forces_ev_per_a": [[0.033, 0.000, -0.001], [-0.023, -0.228, 0.384], [0.612, -0.137, -0.195], [0.353, -1.238, -1.370], [-0.003, 0.126, 0.343], [-0.319, -0.301, -0.272], [1.422, -0.417, 1.130], [0.118, -0.012, -0.071], [-0.049, -0.343, 0.107], [-0.277, -0.113, 1.666], [-0.053, -0.026, -0.007], [0.737, -0.136, -0.112], [1.007, 0.175, -0.243], [-0.297, 0.111, -0.212], [0.954, 0.504, -0.125], [-0.122, -0.017, 0.022], [-1.372, -0.428, 0.283], [-0.969, -0.709, -0.288], [-0.230, 0.038, -0.092], [0.102, 0.012, -0.047], [-1.271, 0.954, 0.318], [0.071, 0.195, -0.110], [-0.296, 0.144, -1.365], [0.074, -0.012, -0.227], [0.089, 0.083, -0.027], [-0.085, -0.014, 0.012], [-0.123, 0.177, -0.017], [0.134, -0.574, 0.103], [-0.073, -0.085, -0.036], [0.205, 0.208, -0.012], [-0.247, -0.090, 0.075], [1.312, -0.551, 0.283], [0.678, -0.126, -0.147], [-1.312, -0.358, 0.829], [-0.285, 1.005, -0.267], [-0.007, -0.116, -0.024], [-0.058, -0.620, -0.200], [0.395, 0.083, -0.318], [0.792, -0.285, -0.843], [0.018, -0.022, 0.024], [-0.001, 0.270, -0.122], [0.150, 0.389, 0.071], [0.261, 0.254, 0.108], [-0.284, 0.079, 0.093], [-0.498, 0.823, -0.361], [0.218, 0.258, 0.166], [-0.020, -0.173, 0.051], [-1.137, 0.080, 0.227], [-0.283, -0.193, -0.112], [0.035, -0.011, 0.002], [-0.469, -0.170, 0.312], [-0.429, 0.995, -0.730], [-0.139, -1.281, -0.038], [0.199, -0.139, 0.096], [0.188, -0.163, -0.169], [-0.035, 0.784, 0.316], [1.729, 0.389, 0.527], [0.313, 0.285, -0.404], [0.152, 0.052, 0.470], [-0.077, -0.230, -0.083], [0.288, -0.510, 0.341], [-0.360, 0.278, 0.108], [-1.530, 0.102, 0.120], [-0.436, 0.569, -0.938], [-1.120, -0.025, 0.519], [-0.227, 0.587, 0.385], [-0.005, 0.015, -0.040], [-0.082, -0.087, 0.137], [0.296, -0.282, 0.269], [-0.112, -0.495, -0.551], [0.008, -0.024, 0.022], [-0.077, 0.096, 0.131], [-0.264, 0.062, 0.172], [-0.459, -1.016, -0.200], [-0.029, 0.007, 0.008], [0.266, -0.085, -0.073], [0.760, -0.608, 0.473], [-0.006, 0.414, -0.082], [0.013, -0.145, -0.263], [-0.317, -0.180, 0.433], [0.208, -0.467, 0.313], [0.012, 0.060, 0.172], [-0.035, 0.005, -0.038], [1.328, 1.066, -0.588], [0.066, -0.347, -0.174], [-0.016, -0.311, 0.372], [0.139, -0.816, -0.491], [0.271, 0.257, 0.026], [-0.654, -0.251, 0.115], [0.007, 0.073, -0.097], [0.251, -0.092, -0.163], [-0.348, 0.299, 0.425], [1.149, 0.900, -0.419], [-0.746, -0.739, -0.095], [0.281, 0.636, 0.177], [-0.155, -0.128, 0.115], [0.114, 0.276, 0.395], [-0.289, -0.253, -0.526], [-0.008, -0.029, -0.067], [0.527, 0.865, -0.125], [0.214, 0.029, 0.034], [-0.292, -0.113, 0.000], [-0.288, 1.189, 0.598], [0.012, 0.038, -0.042], [-0.044, 0.024, -0.028], [0.174, -0.001, -0.231]]}


(2)
{"formula": "C8H11NO2", "method": "ωB97M-V with the def2-TZVPD basis set", "relative_energy_kj_mol": 600.8, "spin_multiplicity": 1, "e_homo_ev": [-8.6, -7.0], "gap_ha": [0.328, 0.249], "species": ["H", "C", "H", "H", "H", "C", "O", "H", "N", "C", "H", "C", "H", "C", "C", "H", "H", "H", "H", "O", "C", "C"], "coordinates": [[-0.81286, 0.27748, 4.06032], [1.43304, 0.40294, -3.46258], [2.55612, -1.34261, -1.64198], [0.66922, 0.95649, -4.00129], [-4.11309, 1.18599, 2.05719], [-3.34431, 0.45882, 1.84517], [-0.63851, 0.40628, -0.30273], [0.68490, 0.92611, 3.32967], [-0.82206, 0.42801, 1.97596], [-0.02135, 0.55167, -1.47792], [-3.70908, -0.50570, 1.49121], [1.47040, -1.41621, -1.67047], [2.27606, 1.07127, -3.29404], [-0.11791, 0.19474, 3.22905], [-2.09600, 0.73080, 2.04458], [1.11404, -1.66247, -0.67348], [1.77516, -0.43060, -4.07194], [0.33018, -0.80116, 3.20737], [1.18628, -2.21427, -2.35687], [1.24124, 0.46254, 0.99749], [0.03297, 0.41296, 0.85916], [0.90556, -0.09308, -2.14387]], "forces_ev_per_a": [[-0.048, 0.006, -0.132], [-0.163, 0.226, 0.164], [0.103, -0.092, 0.022], [0.007, 0.048, -0.103], [-0.065, 0.159, 0.115], [-0.405, -0.648, -0.241], [-0.835, -0.416, 0.010], [-0.076, -0.059, 0.114], [1.894, -1.072, -0.912], [0.338, 0.519, -0.333], [0.102, -0.097, -0.184], [-0.212, 0.315, 0.231], [0.141, 0.005, -0.052], [0.542, 0.020, 0.392], [-1.227, 1.481, 0.063], [0.060, -0.090, 0.024], [-0.021, -0.034, -0.073], [-0.056, 0.109, 0.073], [0.043, -0.010, -0.065], [-1.069, -0.248, -0.484], [1.016, 0.445, 1.338], [-0.070, -0.565, 0.032]]}


(3)
{"formula": "C2H5FNO", "method": "ωB97M-V with the def2-TZVPD basis set", "total_charge": -1, "relative_energy_kj_mol": 640.6, "spin_multiplicity": 1, "e_homo_ev": [-2.0, -1.7], "gap_ha": [0.246, 0.236], "species": ["F", "O", "H", "H", "H", "C", "C", "H", "H", "N"], "coordinates": [[-0.16299, -2.29508, 0.53140], [-2.99641, -0.61442, 0.74577], [1.95478, 0.77357, -0.51043], [0.62500, 1.66389, 0.14348], [-0.68752, -0.92083, 2.00396], [0.80798, 0.76092, -0.46027], [-0.73965, -1.10169, 0.91900], [-1.90599, -1.32626, -0.70537], [0.28116, 0.76791, -1.43427], [-1.96787, -1.25413, 0.33158]], "forces_ev_per_a": [[2.202, -0.256, 0.323], [-1.568, 0.737, 0.454], [-1.401, -0.577, -0.402], [-0.584, -0.195, -0.237], [-0.076, 0.094, -0.633], [1.152, 0.242, 0.716], [-1.128, -1.393, -1.341], [0.130, -0.422, 0.769], [0.405, 0.013, 0.456], [0.868, 1.757, -0.104]]}


(4)
{"formula": "C12H14N4O2", "method": "ωB97M-V with the def2-TZVPD basis set", "relative_energy_kj_mol": 417.1, "spin_multiplicity": 1, "e_homo_ev": -10.1, "gap_ha": 0.360, "smiles": "O=[N+]([O-])c1ccccc1.CC#N.CC#N.CC#N", "species": ["N", "H", "N", "H", "N", "C", "H", "O", "H", "H", "C", "C", "C", "C", "O", "C", "H", "H", "C", "H", "H", "C", "H", "C", "H", "C", "H", "N", "H", "C", "C", "H"], "coordinates": [[0.77694, -1.07877, -4.79148], [-3.46061, 1.42674, 1.25990], [1.93598, -0.97319, 4.07404], [-1.12364, -1.69257, 4.30890], [3.78621, 1.47093, -1.08475], [-2.70333, -0.21943, 4.11292], [3.09587, 1.40320, 2.42918], [-1.18540, -0.98553, -0.45909], [0.41514, 0.14090, -7.66120], [1.07470, -0.01742, -0.99607], [1.96406, -0.35204, -1.52783], [-0.18552, 0.31036, -6.76649], [2.87486, 0.39250, 2.07478], [-1.86375, -0.01895, 1.50952], [-1.41849, 1.16067, -0.41085], [2.34566, -0.38006, 3.18227], [-0.38931, -1.48516, 2.01220], [2.13548, 0.50674, 1.28705], [-2.92507, 0.76014, 1.92078], [-4.16590, 1.27062, 3.57470], [-1.19361, -0.01997, -7.02109], [2.99297, 0.67902, -1.31954], [-3.08241, -0.26939, 5.12695], [-3.34820, 0.64832, 3.23929], [2.32621, -1.28685, -1.10967], [0.34968, -0.46859, -5.66055], [1.71937, -0.44496, -2.58265], [-1.45882, 0.05686, 0.10412], [3.80041, -0.01989, 1.68586], [-1.65453, -1.00045, 3.67164], [-1.22213, -0.88438, 2.35254], [-0.21282, 1.37059, -6.53538]], "forces_ev_per_a": [[0.131, -0.137, 0.228], [0.250, -0.024, -0.209], [-0.126, -0.114, 0.053], [-0.077, 0.078, 0.181], [0.266, 0.279, 0.032], [-0.540, 0.148, 0.171], [0.018, -0.097, -0.019], [0.110, 0.058, 0.047], [0.121, 0.120, 0.119], [-0.108, -0.202, -0.066], [0.292, 0.737, 0.180], [-0.186, -0.213, -0.487], [0.060, 0.708, 0.094], [-0.390, 0.255, -0.284], [-0.054, -0.182, 0.023], [0.058, -0.124, 0.052], [-0.060, 0.020, -0.108], [0.005, -0.184, -0.080], [-0.471, 0.221, 0.484], [-0.057, -0.088, 0.070], [0.000, 0.005, 0.220], [-0.384, -0.527, -0.116], [0.237, -0.163, 0.026], [0.298, 0.115, -0.326], [-0.111, -0.140, -0.103], [-0.130, 0.209, -0.148], [0.033, -0.176, -0.015], [0.110, 0.120, -0.106], [-0.056, -0.179, -0.082], [0.391, 0.058, -0.355], [0.287, -0.617, 0.440], [0.083, 0.036, 0.084]]}


One value per record, in order, for calculated total energy: -3880.83733; -516.46972; -308.87820; -835.04588 hartree.
One value per record, in order, for strongest force on any atom: 1.9; 2.4; 2.2; 0.8 eV/Å.